[1]
{
  "formula": "C26H34N4O6",
  "method": "wB97M-V/def2-TZVPD",
  "e_homo_ha": -0.3138,
  "gap_ev": 8.2559,
  "relative_energy_kcal_mol": 8.8,
  "total_charge": 0,
  "smiles": "Cc1ccccc1Cc1cc2c(cc1CC(=O)O)C(=O)N(CCN)C2=O.CNC(C)=O.CNC(C)=O",
  "elements": ["C", "C", "C", "C", "C", "C", "C", "C", "C", "C", "C", "C", "C", "C", "C", "C", "O", "O", "C", "O", "N", "C", "C", "N", "C", "O", "H", "H", "H", "H", "H", "H", "H", "H", "H", "H", "H", "H", "H", "H", "H", "H", "H", "H", "H", "H", "C", "N", "C", "C", "O", "H", "H", "H", "H", "H", "H", "H", "C", "N", "C", "C", "O", "H", "H", "H", "H", "H", "H", "H"],
  "xyz": [[5.726501, -2.326097, 2.233515], [4.847869, -2.363289, 0.942962], [4.632348, -3.676780, 0.316959], [3.835457, -3.859760, -0.892080], [3.260839, -2.664404, -1.515440], [3.473821, -1.369648, -0.887956], [4.239287, -1.156227, 0.344113], [4.408984, 0.268145, 1.014339], [3.032208, 1.010562, 0.798321], [1.832449, 0.272423, 1.267301], [0.558593, 0.911614, 1.066673], [0.437035, 2.224046, 0.415555], [1.598560, 2.950088, -0.031299], [2.935719, 2.345623, 0.174011], [4.222024, 3.103483, -0.264194], [4.467919, 3.142350, -1.804620], [4.883545, 4.175663, -2.285895], [4.283424, 2.061085, -2.639152], [-1.092423, 2.581292, 0.326225], [-1.610627, 3.617173, 0.002304], [-1.687199, 1.379983, 0.766777], [-3.027705, 1.007877, 0.278984], [-3.046135, -0.167431, -0.772041], [-3.622716, -1.420798, -0.210772], [-0.895742, 0.412782, 1.431055], [-1.233822, -0.507399, 2.119131], [5.901043, -1.263699, 2.535935], [5.302045, -2.954883, 3.052486], [6.743906, -2.731876, 1.959485], [5.074487, -4.582065, 0.795822], [3.659256, -4.855186, -1.366851], [2.631238, -2.688911, -2.434649], [2.999461, -0.477681, -1.373047], [4.509476, 0.104018, 2.113990], [5.269771, 0.791507, 0.538424], [1.916183, -0.719742, 1.758571], [1.464462, 3.947606, -0.503414], [5.155149, 2.735323, 0.245301], [4.121262, 4.176770, 0.058951], [4.845039, 2.259215, -3.414593], [-3.643722, 0.663109, 1.159354], [-3.603783, 1.867480, -0.154604], [-2.053527, -0.389608, -1.249710], [-3.757343, 0.138784, -1.593520], [-4.026783, -1.985856, -0.956820], [-2.893497, -2.000338, 0.200211], [-4.943752, 6.165631, -0.845253], [-5.062659, 4.868533, -0.211730], [-6.141451, 4.039829, -0.184792], [-7.394077, 4.489150, -0.892269], [-6.073961, 2.968996, 0.400432], [-4.131982, 6.122258, -1.574101], [-4.694239, 6.903852, -0.080435], [-5.861690, 6.461727, -1.345517], [-4.260486, 4.501307, 0.281704], [-8.161318, 3.725241, -0.782099], [-7.763824, 5.416906, -0.451900], [-7.196235, 4.629916, -1.956447], [-0.460701, -5.631767, 1.675482], [-1.565314, -4.857354, 1.146394], [-2.017745, -4.802960, -0.134005], [-1.309316, -5.639013, -1.168028], [-2.971247, -4.089945, -0.415147], [-0.843559, -6.295338, 2.453400], [0.262846, -4.945214, 2.119430], [0.028855, -6.222985, 0.906747], [-2.087870, -4.271797, 1.781824], [-1.783401, -5.489176, -2.136121], [-0.262977, -5.337047, -1.244526], [-1.378236, -6.697077, -0.909138]],
  "forces_ev_per_angstrom": [[0.3, 0.2, -1.2], [-1.0, -0.2, -1.2], [-1.0, 1.1, -0.9], [0.2, 2.3, 0.6], [1.1, 0.3, 2.1], [0.4, -0.6, 0.5], [0.4, -2.6, -0.6], [-1.9, -1.0, -0.9], [-0.9, 0.8, -0.1], [-0.4, 2.7, -1.0], [1.1, 0.6, -0.2], [1.5, -0.7, 0.4], [0.0, -1.8, 1.1], [-1.3, -1.7, 0.8], [-0.9, -0.2, 0.0], [0.6, 1.2, -0.6], [-0.1, -0.7, 0.3], [0.3, 0.2, 1.5], [2.6, -1.5, 0.7], [-0.1, -0.7, -0.1], [-2.1, 0.0, -0.6], [-1.5, -0.7, 0.6], [-0.7, -0.4, -0.4], [0.4, 0.8, -0.2], [2.4, 2.0, -1.1], [-0.2, 0.2, -0.6], [-0.2, -1.1, 0.1], [0.3, 0.7, -0.6], [-1.0, 0.3, 0.4], [-0.3, 0.9, -0.4], [0.3, 0.9, 0.7], [0.7, -0.2, 0.9], [0.5, -0.9, 0.5], [0.3, 0.4, -0.9], [-0.6, -0.4, 0.7], [0.0, 0.9, -0.5], [0.3, -0.8, 0.4], [-1.0, 0.2, -0.6], [0.1, -1.0, -0.6], [-0.5, 0.1, 0.2], [0.6, 0.3, -0.9], [1.1, -0.4, 0.6], [-0.5, 0.7, 0.4], [0.9, -0.2, 0.8], [0.2, 0.2, 0.3], [-0.3, 0.2, -0.1], [0.4, -0.2, 0.3], [-0.4, -0.1, -0.1], [0.3, -0.2, 0.2], [-0.1, 0.0, 0.0], [-0.1, 0.0, -0.1], [-0.1, 0.2, -0.1], [0.0, 0.2, -0.2], [0.0, -0.1, 0.1], [0.0, 0.0, -0.1], [0.2, 0.0, 0.1], [0.0, 0.1, -0.2], [-0.1, 0.2, 0.0], [-0.3, 0.3, 0.3], [0.0, -0.1, -0.4], [-0.3, 0.2, 0.2], [0.0, 0.0, -0.1], [0.2, -0.4, -0.1], [0.2, -0.1, 0.0], [0.2, -0.2, 0.0], [-0.1, 0.1, 0.0], [0.1, 0.0, 0.0], [0.0, 0.1, 0.1], [0.0, -0.2, 0.0], [0.2, 0.0, 0.0]]
}


[2]
{
  "formula": "BH18O7",
  "method": "wB97M-V/def2-TZVPD",
  "e_homo_ha": -0.2471,
  "gap_ev": 9.5185,
  "relative_energy_kcal_mol": 47.8,
  "total_charge": -1,
  "elements": ["B", "H", "H", "H", "H", "O", "H", "H", "O", "H", "H", "O", "H", "H", "O", "H", "H", "O", "H", "H", "O", "H", "H", "O", "H", "H"],
  "xyz": [[-0.446318, -0.622015, -0.272958], [0.014602, -0.611975, -1.248508], [-0.877458, -1.582465, -0.036538], [0.345592, -0.349915, 0.407532], [-1.232868, 0.116525, -0.285148], [0.293622, -3.154445, -1.455388], [-0.087388, -2.364315, -1.072288], [-0.394958, -3.502545, -2.021878], [-0.583358, 2.312725, -0.111088], [-0.875998, 1.401835, -0.140728], [0.263402, 2.278395, 0.333942], [0.957372, -1.233305, 2.490372], [0.896732, -0.448195, 3.034572], [0.655712, -0.950755, 1.627012], [-1.565508, 0.577085, -3.050568], [-1.958378, 1.348115, -2.641448], [-1.152408, 0.105745, -2.327088], [1.980692, 1.975275, 1.266642], [2.044142, 2.430225, 2.106422], [2.705242, 1.349855, 1.277172], [-2.473588, 1.049315, 2.609442], [-3.165088, 1.093245, 1.949052], [-1.661608, 1.157625, 2.114272], [2.228292, -1.160125, -1.471968], [2.680222, -0.443485, -1.917408], [1.409312, -0.772435, -1.163438]],
  "forces_ev_per_angstrom": [[-0.4, 0.0, 0.3], [1.0, 0.1, -3.7], [-1.6, -3.3, 1.1], [2.6, 1.3, 2.3], [-3.2, 2.2, 0.1], [0.4, -1.4, -0.5], [-0.2, 0.3, 0.2], [-0.2, -0.1, -0.1], [-0.3, 1.6, 0.1], [0.1, -0.6, -0.1], [0.4, -0.1, 0.0], [0.6, -0.4, 1.2], [-0.1, 0.1, 0.1], [-0.3, 0.0, -0.7], [-0.4, 0.1, -0.8], [0.0, 0.2, 0.2], [0.3, -0.2, 0.5], [0.0, 0.3, 0.0], [0.0, 0.2, 0.2], [0.1, -0.4, -0.2], [-0.2, 0.0, 0.5], [0.0, 0.0, -0.2], [0.3, 0.0, -0.4], [1.5, -0.2, -0.2], [0.1, 0.2, -0.1], [-0.4, 0.1, 0.2]]
}


[3]
{
  "formula": "C25H38CoN4SSb",
  "method": "wB97M-V/def2-TZVPD",
  "spin_multiplicity": 2,
  "e_homo_ha": [-0.4026, -0.4018],
  "gap_ev": [7.3737, 7.3619],
  "relative_energy_kcal_mol": 0.0,
  "total_charge": 1,
  "elements": ["Co", "N", "C", "S", "N", "N", "C", "C", "C", "C", "C", "C", "C", "C", "C", "C", "C", "C", "N", "H", "H", "H", "H", "H", "H", "H", "H", "H", "H", "H", "C", "C", "C", "C", "Sb", "C", "C", "C", "C", "C", "C", "C", "C", "H", "H", "H", "H", "H", "H", "H", "H", "H", "H", "H", "H", "H", "H", "H", "H", "H", "H", "H", "H", "H", "H", "H", "H", "H", "H", "H"],
  "xyz": [[0.423736, -0.080831, 0.074063], [-2.359060, -2.368275, 2.320067], [-1.529890, -1.794733, 1.441326], [-0.558228, -0.449321, 1.999261], [-1.501321, -2.265118, 0.221344], [-0.588431, -1.607872, -0.537752], [-0.423382, -1.975897, -1.762707], [-1.196430, -3.049167, -2.422215], [-2.568974, -2.907499, -2.603165], [-3.288062, -3.906252, -3.238060], [-2.644991, -5.055116, -3.679222], [-1.279241, -5.204635, -3.488857], [-0.552740, -4.200366, -2.866979], [0.661921, -1.259196, -2.452966], [1.035951, -1.521681, -3.759314], [2.139793, -0.869021, -4.288442], [2.840497, 0.018167, -3.492235], [2.380155, 0.256862, -2.208709], [1.306347, -0.340083, -1.697871], [-2.381733, -2.062945, 3.275414], [-2.887674, -3.177610, 2.041393], [-3.069487, -2.018965, -2.241059], [-4.353743, -3.791380, -3.383549], [-3.210556, -5.836347, -4.169200], [-0.778438, -6.103602, -3.822127], [0.513022, -4.320340, -2.711482], [0.472125, -2.235862, -4.341051], [2.451593, -1.063695, -5.305664], [3.720354, 0.532530, -3.850883], [2.884857, 0.954135, -1.560625], [0.841849, 4.531856, 2.955119], [0.406331, 3.108264, 2.598416], [0.597618, 2.249369, 3.850813], [-1.067249, 3.128869, 2.187132], [1.507592, 2.177242, 0.925273], [1.433328, 3.673909, -0.710918], [0.331419, 3.192509, -1.657692], [2.760102, 3.792800, -1.458904], [1.069104, 5.072006, -0.220190], [3.561639, 1.895473, 1.642134], [3.507262, 0.773301, 2.681776], [4.465825, 1.420779, 0.506109], [4.127289, 3.170831, 2.258399], [0.363372, 4.789625, 3.905305], [0.519915, 5.270947, 2.229583], [1.916193, 4.632293, 3.099816], [-0.127843, 2.578421, 4.601423], [1.588540, 2.393846, 4.282004], [0.436980, 1.185084, 3.689972], [-1.651519, 3.571321, 3.000261], [-1.461320, 2.130869, 2.000670], [-1.234928, 3.741999, 1.298774], [0.571556, 2.238904, -2.128053], [0.196720, 3.928862, -2.456468], [-0.629019, 3.087718, -1.145899], [3.102899, 2.859174, -1.898927], [3.552112, 4.185101, -0.819337], [2.627587, 4.501688, -2.282705], [0.079478, 5.109785, 0.232298], [1.052438, 5.741459, -1.086319], [1.797426, 5.469749, 0.485980], [3.099848, -0.149332, 2.261070], [2.918624, 1.031855, 3.558623], [4.525760, 0.558680, 3.020662], [4.133662, 0.461567, 0.102937], [5.469251, 1.257149, 0.911483], [4.559352, 2.142707, -0.303237], [3.592922, 3.456027, 3.163808], [4.108770, 4.014592, 1.565028], [5.171182, 2.998996, 2.539522]],
  "forces_ev_per_angstrom": [[0.2, -0.1, 0.1], [0.0, 0.0, 0.0], [0.0, 0.0, 0.0], [-0.1, 0.0, 0.0], [0.0, 0.0, 0.0], [-0.1, 0.0, 0.0], [0.0, 0.0, 0.0], [0.0, 0.0, 0.0], [0.0, 0.0, 0.0], [0.0, 0.0, 0.0], [0.0, 0.0, 0.0], [0.0, 0.0, 0.0], [0.0, 0.0, 0.0], [0.0, 0.0, 0.0], [0.0, 0.0, 0.0], [0.0, 0.0, 0.0], [0.0, 0.0, 0.0], [0.0, 0.0, 0.0], [0.0, 0.0, 0.0], [0.0, 0.0, 0.0], [0.0, 0.0, 0.0], [0.0, 0.0, 0.0], [0.0, 0.0, 0.0], [0.0, 0.0, 0.0], [0.0, 0.0, 0.0], [0.0, 0.0, 0.0], [0.0, 0.0, 0.0], [0.0, 0.0, 0.0], [0.0, 0.0, 0.0], [0.0, 0.0, 0.0], [0.0, 0.0, 0.0], [0.0, 0.0, 0.0], [0.0, 0.0, 0.0], [0.0, 0.0, 0.0], [-0.1, 0.0, -0.1], [0.0, 0.0, 0.0], [0.0, 0.0, 0.0], [0.0, 0.0, 0.0], [0.0, 0.0, 0.0], [0.0, 0.0, 0.0], [0.0, 0.0, 0.0], [0.0, 0.0, 0.0], [0.0, 0.0, 0.0], [0.0, 0.0, 0.0], [0.0, 0.0, 0.0], [0.0, 0.0, 0.0], [0.0, 0.0, 0.0], [0.0, 0.0, 0.0], [0.0, 0.0, 0.0], [0.0, 0.0, 0.0], [0.0, 0.0, 0.0], [0.0, 0.0, 0.0], [0.0, 0.0, 0.0], [0.0, 0.0, 0.0], [0.0, 0.0, 0.0], [0.0, 0.0, 0.0], [0.0, 0.0, 0.0], [0.0, 0.0, 0.0], [0.0, 0.0, 0.0], [0.0, 0.0, 0.0], [0.0, 0.0, 0.0], [0.0, 0.0, 0.0], [0.0, 0.0, 0.0], [0.0, 0.0, 0.0], [0.0, 0.0, 0.0], [0.0, 0.0, 0.0], [0.0, 0.0, 0.0], [0.0, 0.0, 0.0], [0.0, 0.0, 0.0], [0.0, 0.0, 0.0]]
}